{"formula": "C2H2F3OP", "method": "ωB97M-V with the def2-TZVPD basis set", "homo_lumo_gap_ha": 0.373, "homo_energy_ev": -10.3944, "smiles": "O=C(P)C(F)(F)F", "total_energy_ev": -21593.758, "molar_mass_g_mol": 130.01, "lumo_energy_ev": -0.2, "spin_multiplicity": 1, "symbols": ["O", "C", "P", "C", "F", "F", "F", "H", "H"], "coordinates": [[-1.78, 1.79, -1.21], [-1.58, 0.75, -0.47], [0.08, 0.12, 0.05], [-2.74, -0.15, -0.09], [-2.85, -0.94, -1.15], [-2.47, -0.90, 0.96], [-3.92, 0.44, 0.15], [-0.55, -0.18, 1.29], [0.45, 1.44, 0.09]], "mulliken_charge": [-0.5099, 0.2062, -0.0433, 0.9020, -0.2277, -0.2637, -0.2350, 0.0888, 0.0826]}